Version A
{
  "formula": "C6H4O",
  "method": "wB97M-V/def2-TZVPD",
  "lumo_energy_ev": -0.78,
  "e_homo_ev": -9.0,
  "homo_lumo_gap_ev": 8.25,
  "symbols": ["C", "C", "C", "C", "C", "C", "O", "H", "H", "H", "H"],
  "coordinates": [[2.165, -0.239, -0.419], [1.786, 0.333, 0.655], [0.483, 0.214, 1.090], [-0.520, 1.094, 0.583], [-1.119, 0.332, -0.386], [-0.512, -0.968, -0.333], [0.067, -1.078, 0.930], [0.907, -0.647, -0.928], [-0.537, 2.168, 0.699], [-1.780, 0.677, -1.171], [-0.942, -1.885, -0.721]]
}


Version B
{
  "formula": "C6H4O",
  "method": "wB97M-V/def2-TZVPD",
  "lumo_energy_ev": -0.25,
  "e_homo_ev": -10.2,
  "homo_lumo_gap_ev": 9.98,
  "symbols": ["C", "C", "C", "O", "C", "C", "C", "H", "H", "H", "H"],
  "coordinates": [[3.186, -0.723, 0.575], [2.285, 0.068, 0.616], [1.173, 1.011, 0.727], [1.272, 2.050, 1.347], [-0.060, 0.582, 0.093], [-1.117, 0.176, -0.327], [-2.420, -0.335, -0.745], [3.991, -1.430, 0.548], [-2.993, 0.421, -1.291], [-2.994, -0.615, 0.146], [-2.317, -1.219, -1.382]]
}


Most stable structure - version B; separation to the second - 3.909 eV.


Version A
{
  "formula": "C6H4O",
  "method": "wB97M-V/def2-TZVPD",
  "lumo_energy_ev": [0.11, 0.11],
  "e_homo_ev": [-8.7, -8.7],
  "homo_lumo_gap_ev": [8.79, 8.79],
  "symbols": ["C", "C", "C", "C", "C", "C", "O", "H", "H", "H", "H"],
  "coordinates": [[2.271, -0.216, -0.406], [1.715, 0.306, 0.574], [0.394, 0.184, 1.077], [-0.510, 1.052, 0.482], [-1.262, 0.286, -0.432], [-0.850, -1.011, -0.258], [0.016, -1.122, 0.743], [1.472, -0.473, -1.142], [-0.470, 2.132, 0.547], [-1.941, 0.649, -1.188], [-1.125, -1.933, -0.749]]
}


Version B
{
  "formula": "C6H4O",
  "method": "wB97M-V/def2-TZVPD",
  "lumo_energy_ev": -0.05,
  "e_homo_ev": -10.2,
  "homo_lumo_gap_ev": 10.11,
  "symbols": ["C", "C", "C", "O", "C", "C", "C", "H", "H", "H", "H"],
  "coordinates": [[-1.052, 2.976, -0.672], [-0.718, 2.276, 0.253], [-1.073, 0.997, 0.854], [-2.093, 0.875, 1.494], [-0.226, -0.103, 0.457], [0.487, -1.021, 0.140], [1.359, -2.149, -0.149], [-1.486, 3.507, -1.481], [0.799, -2.964, -0.616], [1.777, -2.515, 0.794], [2.182, -1.859, -0.807]]
}


Version C
{
  "formula": "C6H4O",
  "method": "wB97M-V/def2-TZVPD",
  "lumo_energy_ev": -0.27,
  "e_homo_ev": -8.8,
  "homo_lumo_gap_ev": 8.56,
  "symbols": ["O", "C", "C", "C", "C", "C", "C", "H", "H", "H", "H"],
  "coordinates": [[0.478, 0.264, -1.867], [1.048, 0.936, -1.034], [1.165, 0.550, 0.388], [0.418, -0.441, 0.894], [-0.712, -0.984, 0.179], [-1.513, -1.789, -0.692], [-2.008, -0.712, 0.064], [1.524, 1.897, -1.308], [1.857, 1.098, 1.018], [0.530, -0.769, 1.928], [-2.788, -0.052, 0.429]]
}


Most stable structure - version B; separation to the second - 0.726 eV.


Version A
{
  "formula": "C6H4O",
  "method": "wB97M-V/def2-TZVPD",
  "lumo_energy_ev": -0.28,
  "e_homo_ev": -10.2,
  "homo_lumo_gap_ev": 9.96,
  "symbols": ["C", "C", "C", "O", "C", "C", "C", "H", "H", "H", "H"],
  "coordinates": [[2.914, -0.844, 0.500], [2.175, 0.094, 0.655], [1.191, 1.162, 0.793], [1.429, 2.226, 1.324], [-0.094, 0.778, 0.233], [-1.097, 0.285, -0.233], [-2.279, -0.365, -0.796], [3.556, -1.684, 0.352], [-2.845, 0.288, -1.465], [-2.956, -0.686, -0.001], [-1.994, -1.255, -1.361]]
}


Version B
{
  "formula": "C6H4O",
  "method": "wB97M-V/def2-TZVPD",
  "lumo_energy_ev": 0.29,
  "e_homo_ev": -9.0,
  "homo_lumo_gap_ev": 9.31,
  "symbols": ["C", "C", "C", "C", "C", "C", "O", "H", "H", "H", "H"],
  "coordinates": [[-1.980, 2.627, 0.219], [-1.111, 1.813, 0.203], [-0.220, 0.767, 0.176], [1.093, 0.676, -0.103], [0.956, -0.670, 0.028], [1.095, -1.996, -0.462], [1.478, -1.499, 0.884], [-2.703, 3.369, 0.244], [-0.831, -0.179, 0.441], [1.912, -2.178, -1.149], [0.312, -2.730, -0.481]]
}


Version C
{
  "formula": "C6H4O",
  "method": "wB97M-V/def2-TZVPD",
  "lumo_energy_ev": -0.30,
  "e_homo_ev": -10.3,
  "homo_lumo_gap_ev": 10.01,
  "symbols": ["C", "C", "C", "O", "C", "C", "C", "H", "H", "H", "H"],
  "coordinates": [[2.611, -1.196, 0.723], [2.079, -0.147, 0.940], [1.008, 0.824, 1.192], [0.816, 1.347, 2.285], [0.069, 0.977, 0.103], [-0.840, 0.802, -0.626], [-2.006, 0.072, -1.218], [3.149, -2.098, 0.461], [-2.132, -0.027, -2.308], [-2.972, 0.344, -0.758], [-1.783, -0.898, -0.794]]
}


Version D
{
  "formula": "C6H4O",
  "method": "wB97M-V/def2-TZVPD",
  "lumo_energy_ev": 0.52,
  "e_homo_ev": -8.6,
  "homo_lumo_gap_ev": 9.16,
  "symbols": ["C", "C", "C", "C", "C", "C", "O", "H", "H", "H", "H"],
  "coordinates": [[-0.394, -2.303, -0.590], [0.153, -1.231, -0.474], [1.208, -0.301, 0.684], [0.688, 0.225, -0.599], [-0.291, 1.299, -0.281], [-0.415, 1.245, 1.045], [0.386, 0.275, 1.606], [-0.856, -3.263, -0.683], [1.308, 0.275, -1.493], [-0.781, 1.975, -0.969], [-1.006, 1.806, 1.755]]
}


Most stable structure - version A; separation to the second - 0.619 eV.


Version A
{
  "formula": "C6H4O",
  "method": "wB97M-V/def2-TZVPD",
  "lumo_energy_ev": -0.79,
  "e_homo_ev": -9.0,
  "homo_lumo_gap_ev": 8.26,
  "symbols": ["C", "C", "C", "C", "C", "C", "O", "H", "H", "H", "H"],
  "coordinates": [[-0.894, 1.595, 1.281], [-0.976, 0.372, 1.626], [-0.191, -0.596, 1.036], [-0.593, -1.185, -0.199], [0.157, -0.498, -1.117], [1.010, 0.390, -0.378], [1.086, -0.126, 0.913], [-0.048, 1.438, 0.138], [-1.500, -1.750, -0.363], [0.020, -0.478, -2.191], [1.927, 0.838, -0.747]]
}


Version B
{
  "formula": "C6H4O",
  "method": "wB97M-V/def2-TZVPD",
  "lumo_energy_ev": 0.51,
  "e_homo_ev": -9.2,
  "homo_lumo_gap_ev": 9.71,
  "symbols": ["C", "C", "C", "C", "C", "C", "O", "H", "H", "H", "H"],
  "coordinates": [[-0.729, 1.573, 2.704], [-0.388, 1.035, 1.618], [-0.045, 0.415, 0.382], [0.600, -0.757, 0.132], [0.520, -0.957, -1.277], [-0.143, 0.123, -1.767], [-0.513, 0.959, -0.774], [-0.845, 0.363, 2.709], [1.052, -1.397, 0.878], [0.904, -1.794, -1.841], [-0.413, 0.438, -2.764]]
}


Most stable structure - version B; separation to the second - 3.428 eV.


Version A
{
  "formula": "C6H4O",
  "method": "wB97M-V/def2-TZVPD",
  "lumo_energy_ev": 0.01,
  "e_homo_ev": -9.0,
  "homo_lumo_gap_ev": 8.97,
  "symbols": ["C", "C", "C", "C", "C", "C", "O", "H", "H", "H", "H"],
  "coordinates": [[-1.996, -0.716, -0.413], [-2.133, 0.416, -1.014], [-0.668, 0.027, -0.229], [0.558, -0.311, -0.772], [1.558, 0.155, 0.108], [0.887, 0.777, 1.127], [-0.430, 0.706, 0.962], [-2.232, -1.715, -0.081], [0.686, -0.843, -1.707], [2.627, 0.028, 0.029], [1.230, 1.304, 2.009]]
}


Version B
{
  "formula": "C6H4O",
  "method": "wB97M-V/def2-TZVPD",
  "lumo_energy_ev": 0.95,
  "e_homo_ev": -8.3,
  "homo_lumo_gap_ev": 9.27,
  "symbols": ["C", "C", "C", "C", "C", "C", "O", "H", "H", "H", "H"],
  "coordinates": [[-0.244, -0.996, -1.489], [-1.044, -0.954, -0.469], [-0.961, -0.861, 0.912], [0.542, -0.607, -0.246], [0.742, 0.812, 0.164], [-0.226, 1.294, 0.954], [-1.171, 0.431, 1.410], [-0.125, -1.457, -2.456], [1.257, -1.374, 0.065], [1.578, 1.406, -0.182], [-0.348, 2.305, 1.336]]
}


Most stable structure - version A; separation to the second - 1.907 eV.